This record from OMol25 describes a 16-piece molecular cluster, C27H90N26O16 overall. The level of theory is ωB97M-V/def2-TZVPD.

```
159
C27H90N26O16, DFT ωB97M-V/def2-TZVPD
C 5.440 -3.984 -0.276
O 6.585 -3.601 -0.177
N 4.520 -3.280 -0.901
N 5.107 -5.202 0.081
H 3.642 -3.751 -1.068
H 4.829 -2.555 -1.534
H 5.871 -5.685 0.531
H 4.134 -5.463 0.155
C -2.595 1.350 -4.300
O -2.057 0.244 -4.066
N -3.161 2.069 -3.418
N -2.845 1.767 -5.486
H -3.058 1.780 -2.455
H -3.685 2.881 -3.713
H -2.634 1.200 -6.295
H -3.312 2.658 -5.577
C -3.076 4.917 -0.820
O -3.560 5.990 -0.616
N -2.479 4.607 -1.914
N -2.942 4.002 0.039
H -2.062 3.688 -1.868
H -2.347 5.234 -2.695
H -3.388 4.181 0.927
H -2.486 3.141 -0.228
C -1.758 -1.288 4.412
O -1.375 -1.315 5.560
N -2.205 -2.308 3.761
N -2.013 -0.243 3.762
H -2.005 -3.250 4.065
H -2.466 -2.244 2.788
H -2.405 -0.311 2.834
H -1.981 0.649 4.236
C -1.217 -6.038 1.491
O -1.407 -6.319 0.327
N -0.481 -6.795 2.217
N -1.602 -5.031 2.154
H -0.440 -6.581 3.203
H -0.032 -7.539 1.703
H -1.591 -5.111 3.160
H -1.999 -4.245 1.659
C -3.407 -2.442 -0.118
O -3.150 -2.358 1.085
N -3.947 -1.471 -0.777
N -3.350 -3.509 -0.848
H -4.362 -0.802 -0.144
H -4.306 -1.550 -1.717
H -3.734 -3.445 -1.780
H -2.894 -4.353 -0.533
C 2.092 0.729 -3.639
O 2.436 1.865 -3.301
N 0.966 0.387 -4.259
N 2.746 -0.344 -3.346
H 0.239 1.061 -4.454
H 0.912 -0.616 -4.368
H 2.569 -1.171 -3.898
H 3.551 -0.320 -2.737
C -4.796 -2.444 -4.258
O -5.785 -2.931 -4.687
N -3.671 -3.076 -3.980
N -4.646 -1.152 -3.876
H -3.618 -4.081 -4.069
H -2.800 -2.599 -3.796
H -3.806 -0.781 -3.456
H -5.399 -0.489 -3.995
C 1.411 -5.564 -2.232
O 2.133 -5.322 -1.322
N 0.141 -5.866 -2.126
N 1.832 -5.579 -3.471
H -0.242 -5.913 -1.193
H -0.388 -5.757 -2.980
H 1.138 -5.671 -4.200
H 2.739 -5.212 -3.720
C -4.607 0.755 1.881
O -3.441 0.790 1.575
N -5.097 0.354 3.052
N -5.596 1.174 1.137
H -6.099 0.223 3.033
H -4.509 -0.072 3.754
H -6.544 0.902 1.355
H -5.335 1.621 0.270
C -3.342 4.251 3.197
O -4.373 4.423 2.626
N -2.658 5.120 3.898
N -2.605 3.191 2.984
H -1.746 4.724 4.073
H -2.931 6.060 4.150
H -3.049 2.380 2.578
H -1.629 3.203 3.243
C 4.501 2.504 3.519
C 5.802 2.376 2.780
C 5.610 1.562 1.474
O 4.911 2.296 0.480
C 4.193 1.539 -0.495
N 6.168 3.792 2.449
H 3.947 1.570 3.620
H 3.841 3.277 3.127
H 4.666 2.903 4.520
H 6.550 1.964 3.458
H 5.148 0.599 1.695
H 6.647 1.550 1.140
H 3.684 2.385 -0.956
H 3.399 0.952 -0.034
H 4.762 1.020 -1.267
H 5.283 4.186 2.163
H 6.702 3.680 1.598
C 2.679 -4.290 5.738
C 1.692 -3.125 5.442
C 1.536 -2.992 3.900
O 2.834 -2.704 3.383
C 2.962 -2.507 1.961
N 0.491 -3.359 6.226
H 2.693 -4.646 6.768
H 3.733 -4.071 5.570
H 2.529 -5.240 5.225
H 2.192 -2.239 5.833
H 0.851 -2.213 3.565
H 1.102 -3.875 3.430
H 2.867 -1.469 1.644
H 2.309 -3.177 1.402
H 3.998 -2.795 1.782
H -0.166 -2.597 6.142
H -0.036 -4.194 6.015
C 0.868 5.011 -3.797
C 1.195 6.382 -3.207
C 2.306 6.243 -2.216
O 2.009 5.540 -1.040
C 1.115 6.205 -0.206
N 1.693 7.146 -4.394
H 0.357 4.338 -3.107
H 1.771 4.529 -4.170
H 0.164 5.142 -4.619
H 0.325 6.843 -2.739
H 2.727 7.208 -1.933
H 3.166 5.755 -2.674
H 1.731 6.752 0.508
H 0.582 5.421 0.333
H 0.286 6.795 -0.596
H 2.436 6.668 -4.884
H 0.912 7.042 -5.026
C -0.170 2.393 0.263
C -0.611 1.174 -0.675
C -0.292 -0.175 -0.129
O -0.224 -1.146 -1.191
C 0.242 -2.391 -0.666
N -2.058 1.233 -0.867
H -0.664 2.333 1.233
H -0.409 3.393 -0.100
H 0.858 2.325 0.618
H -0.093 1.138 -1.633
H -0.931 -0.625 0.631
H 0.679 0.009 0.329
H 0.143 -3.192 -1.399
H -0.245 -2.710 0.256
H 1.296 -2.234 -0.439
H -2.102 0.332 -1.321
H -2.472 1.106 0.045
O -1.091 -2.105 -3.687
H -1.280 -1.339 -4.230
H -0.811 -1.741 -2.847
```

Values from the calculation:
Total charge: 0
LUMO energy (eV): -0.295
Kohn-Sham gap (eV): 8.4